1.
{"formula": "C4H8O2", "method": "wB97M-V/def2-TZVPD", "symbols": ["C", "C", "O", "C", "C", "O", "H", "H", "H", "H", "H", "H", "H", "H"], "xyz": [[-0.91, -0.75, 0.62], [-1.28, 0.49, 0.29], [-0.40, 1.43, -0.16], [0.90, 1.15, 0.32], [1.30, -0.28, 0.00], [0.37, -1.22, 0.53], [-1.61, -1.52, 0.91], [-2.30, 0.83, 0.39], [0.91, 1.30, 1.41], [1.59, 1.86, -0.14], [2.27, -0.52, 0.45], [1.37, -0.42, -1.09], [-0.94, -1.49, -1.90], [-1.27, -0.88, -1.62]], "smiles": "C1=COCCO1.[H][H]", "homo_ev": -8.31, "largest_force_ha_per_bohr": 0.010, "homo_lumo_gap_ev": 9.37, "relative_energy_kcal_mol": 70.8, "energy_ev": -8370.21343, "charge": 0}

2.
{"formula": "C6H25N2O4", "method": "wB97M-V/def2-TZVPD", "symbols": ["C", "N", "C", "C", "C", "N", "C", "C", "H", "H", "H", "H", "H", "H", "H", "H", "H", "H", "H", "H", "H", "H", "H", "H", "H", "H", "H", "O", "H", "H", "O", "H", "H", "O", "H", "H", "O"], "xyz": [[-0.46, -0.70, -1.12], [-1.63, 0.05, -0.77], [-2.32, -0.36, 0.44], [-1.71, 0.23, 1.73], [0.89, -0.28, -0.40], [1.04, 1.25, -0.54], [3.26, -1.03, -0.30], [2.02, -0.98, -1.16], [-0.54, -1.77, -0.89], [-0.30, -0.68, -2.21], [-1.40, 1.02, -0.88], [-3.42, -0.26, 0.42], [-2.37, -1.45, 0.53], [-0.94, 0.98, 1.53], [-1.29, -0.49, 2.40], [-2.51, 0.67, 2.36], [0.83, -0.53, 0.67], [0.18, 1.78, -0.79], [1.21, 1.64, 0.41], [1.91, 1.49, -1.04], [3.22, -0.48, 0.63], [4.19, -0.80, -0.89], [3.47, -2.10, -0.11], [2.11, -0.35, -2.06], [1.68, -1.98, -1.46], [-0.32, -4.06, -0.95], [0.41, -4.42, 0.53], [0.19, -3.82, -0.18], [2.29, 1.61, 4.28], [2.46, 0.11, 4.20], [2.47, 0.90, 3.65], [-4.50, 2.19, -0.83], [-2.94, 1.74, -0.36], [-3.56, 2.37, -0.71], [-0.84, 2.64, -2.68], [-1.86, 2.98, -1.69], [-0.89, 2.90, -1.74]], "homo_ev": -12.25, "largest_force_ha_per_bohr": 0.057, "homo_lumo_gap_ev": 9.63, "relative_energy_kcal_mol": 63.9, "energy_ev": -17790.66540, "charge": 1}

3.
{"formula": "C94H198F9N8O8S2", "method": "wB97M-V/def2-TZVPD", "symbols": ["C", "C", "C", "C", "N", "C", "C", "C", "C", "C", "C", "C", "H", "H", "H", "H", "H", "H", "H", "H", "H", "H", "H", "H", "H", "H", "H", "H", "H", "H", "H", "H", "H", "H", "H", "H", "C", "C", "C", "C", "N", "C", "C", "C", "C", "C", "C", "C", "H", "H", "H", "H", "H", "H", "H", "H", "H", "H", "H", "H", "H", "H", "H", "H", "H", "H", "H", "H", "H", "H", "H", "H", "C", "C", "C", "C", "N", "C", "C", "C", "C", "C", "C", "C", "H", "H", "H", "H", "H", "H", "H", "H", "H", "H", "H", "H", "H", "H", "H", "H", "H", "H", "H", "H", "H", "H", "H", "H", "C", "C", "C", "C", "N", "C", "C", "C", "C", "C", "C", "C", "H", "H", "H", "H", "H", "H", "H", "H", "H", "H", "H", "H", "H", "H", "H", "H", "H", "H", "H", "H", "H", "H", "H", "H", "C", "C", "C", "C", "N", "C", "C", "C", "C", "C", "C", "C", "H", "H", "H", "H", "H", "H", "H", "H", "H", "H", "H", "H", "H", "H", "H", "H", "H", "H", "H", "H", "H", "H", "H", "H", "C", "C", "C", "C", "N", "C", "C", "C", "C", "C", "C", "C", "H", "H", "H", "H", "H", "H", "H", "H", "H", "H", "H", "H", "H", "H", "H", "H", "H", "H", "H", "H", "H", "H", "H", "H", "C", "C", "C", "C", "N", "C", "C", "C", "C", "C", "C", "C", "H", "H", "H", "H", "H", "H", "H", "H", "H", "H", "H", "H", "H", "H", "H", "H", "H", "H", "H", "H", "H", "H", "H", "H", "C", "C", "C", "C", "N", "C", "C", "C", "C", "C", "C", "C", "H", "H", "H", "H", "H", "H", "H", "H", "H", "H", "H", "H", "H", "H", "H", "H", "H", "H", "H", "H", "H", "H", "H", "H", "C", "O", "O", "C", "F", "F", "F", "C", "C", "H", "H", "H", "H", "H", "H", "C", "F", "F", "F", "S", "O", "O", "O", "C", "F", "F", "F", "S", "O", "O", "O"], "xyz": [[-3.88, -2.84, -9.04], [-3.60, -3.03, -7.57], [-4.74, -3.79, -6.92], [-5.86, -2.83, -6.52], [-7.00, -3.43, -5.67], [-7.83, -4.37, -6.59], [-9.26, -3.78, -6.76], [-9.01, -2.30, -6.31], [-7.98, -2.39, -5.17], [-6.47, -4.22, -4.48], [-5.50, -3.44, -3.53], [-5.34, -4.23, -2.21], [-3.89, -3.84, -9.49], [-3.19, -2.08, -9.49], [-4.89, -2.54, -9.19], [-3.65, -2.10, -7.05], [-2.69, -3.57, -7.31], [-4.35, -4.25, -6.02], [-4.97, -4.61, -7.64], [-6.33, -2.48, -7.43], [-5.45, -2.05, -5.92], [-7.76, -5.34, -6.02], [-7.27, -4.51, -7.49], [-9.99, -4.24, -6.15], [-9.61, -3.86, -7.76], [-9.96, -1.79, -6.04], [-8.51, -1.85, -7.14], [-8.42, -2.75, -4.22], [-7.40, -1.48, -4.95], [-6.06, -5.13, -4.94], [-7.32, -4.57, -3.96], [-5.92, -2.48, -3.31], [-4.53, -3.32, -4.05], [-4.61, -3.58, -1.68], [-4.80, -5.16, -2.30], [-6.23, -4.40, -1.57], [4.18, 3.31, -6.16], [5.08, 4.53, -6.29], [4.55, 5.65, -5.31], [4.70, 7.05, -6.05], [4.10, 8.22, -5.37], [4.50, 8.39, -3.95], [3.47, 9.31, -3.28], [2.18, 9.11, -4.12], [2.60, 8.04, -5.28], [4.41, 9.60, -6.07], [5.78, 10.16, -6.11], [5.73, 11.50, -6.83], [3.20, 3.63, -6.45], [4.21, 2.86, -5.16], [4.55, 2.59, -6.94], [4.95, 4.88, -7.33], [6.19, 4.36, -6.17], [5.09, 5.60, -4.40], [3.52, 5.47, -5.09], [4.25, 6.92, -7.09], [5.76, 7.24, -6.26], [5.57, 8.64, -3.96], [4.41, 7.41, -3.46], [3.80, 10.32, -3.28], [3.34, 8.97, -2.28], [1.80, 10.07, -4.52], [1.40, 8.78, -3.47], [2.19, 8.27, -6.24], [2.45, 7.01, -4.98], [3.75, 10.20, -5.51], [3.99, 9.35, -7.06], [6.51, 9.52, -6.63], [6.09, 10.31, -5.10], [6.76, 11.94, -7.00], [5.15, 12.23, -6.29], [5.31, 11.30, -7.81], [2.22, 3.89, 4.72], [2.94, 5.11, 5.36], [2.50, 6.39, 4.68], [3.08, 7.63, 5.29], [2.64, 8.92, 4.66], [3.39, 9.02, 3.43], [4.82, 9.54, 3.78], [4.77, 10.14, 5.15], [3.21, 10.04, 5.56], [1.21, 9.11, 4.42], [0.35, 9.10, 5.72], [-1.17, 8.94, 5.30], [1.21, 4.10, 4.44], [2.25, 3.13, 5.48], [2.81, 3.62, 3.80], [3.99, 5.06, 5.19], [2.78, 5.21, 6.45], [1.42, 6.36, 4.63], [2.85, 6.28, 3.65], [4.19, 7.60, 5.29], [2.79, 7.70, 6.39], [2.81, 9.74, 2.78], [3.28, 8.08, 2.89], [5.18, 10.26, 3.05], [5.57, 8.74, 3.82], [5.19, 11.09, 5.25], [5.35, 9.51, 5.85], [2.76, 10.94, 5.26], [3.02, 9.75, 6.60], [0.90, 8.36, 3.75], [0.98, 10.07, 3.99], [0.45, 10.08, 6.22], [0.56, 8.23, 6.37], [-1.61, 9.71, 4.63], [-1.83, 8.70, 6.12], [-1.26, 7.98, 4.75], [4.63, 1.50, -2.41], [4.28, 0.20, -1.63], [3.53, 0.31, -0.31], [2.66, -0.98, -0.12], [1.42, -0.81, 0.72], [0.60, 0.39, 0.31], [1.00, 1.63, 1.01], [1.96, 1.05, 2.16], [1.77, -0.44, 2.16], [0.66, -2.08, 0.82], [0.04, -2.83, -0.35], [-0.58, -4.09, 0.21], [3.76, 2.15, -2.58], [5.15, 1.18, -3.27], [5.33, 2.15, -1.85], [5.24, -0.34, -1.46], [3.61, -0.34, -2.29], [3.00, 1.27, -0.38], [4.22, 0.42, 0.53], [3.24, -1.73, 0.48], [2.33, -1.36, -1.06], [-0.43, 0.01, 0.61], [0.56, 0.46, -0.79], [0.13, 2.08, 1.53], [1.50, 2.34, 0.34], [1.86, 1.51, 3.13], [3.00, 1.25, 1.92], [0.83, -0.73, 2.71], [2.65, -1.00, 2.50], [-0.11, -1.82, 1.53], [1.40, -2.77, 1.29], [0.89, -3.26, -0.87], [-0.65, -2.13, -0.99], [-0.92, -4.77, -0.55], [-1.49, -3.87, 0.81], [0.11, -4.71, 0.80], [2.06, -0.85, -6.27], [2.65, -1.98, -5.40], [2.59, -3.31, -6.10], [1.15, -3.83, -6.26], [1.03, -5.28, -6.66], [1.74, -5.60, -7.96], [1.05, -6.88, -8.51], [-0.41, -6.82, -7.89], [-0.40, -5.57, -6.98], [1.51, -6.16, -5.49], [0.87, -6.01, -4.09], [1.39, -7.10, -3.15], [2.55, -0.87, -7.24], [2.36, 0.10, -5.83], [1.00, -0.85, -6.50], [2.23, -2.09, -4.36], [3.73, -1.66, -5.21], [3.11, -4.08, -5.61], [3.06, -3.25, -7.05], [0.55, -3.34, -7.06], [0.59, -3.73, -5.31], [2.84, -5.69, -7.84], [1.61, -4.75, -8.60], [1.58, -7.78, -8.21], [1.16, -6.97, -9.59], [-0.84, -7.67, -7.41], [-1.11, -6.62, -8.73], [-0.97, -5.44, -6.08], [-0.69, -4.66, -7.53], [2.60, -6.04, -5.42], [1.29, -7.22, -5.74], [-0.22, -6.14, -4.22], [1.06, -5.03, -3.62], [2.50, -7.29, -3.29], [0.96, -8.05, -3.41], [1.18, -6.71, -2.17], [0.57, -8.05, 5.56], [0.90, -8.71, 4.30], [1.42, -10.09, 4.45], [0.43, -11.00, 5.05], [0.67, -12.47, 4.97], [-0.45, -13.24, 5.67], [0.18, -13.92, 6.94], [1.60, -14.13, 6.46], [1.94, -12.82, 5.78], [0.73, -13.05, 3.59], [-0.45, -12.68, 2.63], [-0.27, -13.27, 1.25], [0.25, -6.98, 5.42], [1.40, -8.09, 6.27], [-0.35, -8.51, 5.92], [1.67, -8.14, 3.75], [0.00, -8.73, 3.72], [2.34, -9.99, 4.94], [1.73, -10.36, 3.43], [-0.51, -10.82, 4.55], [0.30, -10.81, 6.11], [-0.78, -14.00, 4.97], [-1.37, -12.68, 5.86], [-0.39, -14.80, 7.23], [0.15, -13.23, 7.79], [1.65, -14.86, 5.65], [2.21, -14.53, 7.27], [2.77, -12.79, 5.08], [2.02, -12.05, 6.55], [0.75, -14.15, 3.66], [1.68, -12.75, 3.17], [-0.50, -11.60, 2.56], [-1.33, -13.05, 3.12], [0.09, -14.35, 1.26], [0.49, -12.71, 0.69], [-1.24, -13.31, 0.72], [0.00, -2.56, 5.18], [0.67, -2.22, 6.55], [-0.36, -1.79, 7.57], [-0.79, -0.31, 7.41], [-1.12, 0.46, 8.73], [-1.38, 1.88, 8.39], [-0.07, 2.54, 8.01], [0.97, 1.73, 8.77], [0.15, 0.69, 9.52], [-2.26, -0.15, 9.58], [-3.55, -0.27, 8.83], [-4.61, -0.94, 9.69], [0.60, -2.83, 4.32], [-0.55, -1.68, 4.89], [-0.70, -3.39, 5.35], [1.43, -1.42, 6.49], [1.18, -3.08, 6.92], [0.12, -1.97, 8.60], [-1.27, -2.43, 7.52], [-1.62, -0.10, 6.71], [0.05, 0.21, 6.93], [-1.78, 2.30, 9.33], [-2.23, 1.88, 7.69], [-0.05, 3.59, 8.32], [0.14, 2.58, 6.95], [1.49, 2.40, 9.50], [1.59, 1.27, 8.01], [-0.12, 0.89, 10.52], [0.74, -0.21, 9.60], [-2.32, 0.51, 10.44], [-1.85, -1.10, 9.81], [-3.34, -0.90, 7.98], [-4.03, 0.59, 8.50], [-5.44, -1.21, 9.04], [-4.94, -0.33, 10.55], [-4.31, -1.99, 10.12], [-1.58, 7.25, 1.62], [-1.03, 6.78, 0.30], [-1.96, 5.93, -0.62], [-1.75, 4.46, -0.18], [-2.59, 3.41, -0.90], [-4.05, 3.55, -0.64], [-4.54, 2.06, -0.87], [-3.35, 1.14, -0.73], [-2.22, 2.05, -0.28], [-2.27, 3.36, -2.40], [-0.79, 3.10, -2.74], [-0.31, 3.79, -4.02], [-1.63, 6.50, 2.38], [-2.57, 7.74, 1.56], [-0.91, 8.03, 2.01], [-0.04, 6.40, 0.45], [-0.85, 7.67, -0.28], [-1.57, 6.13, -1.61], [-3.00, 6.26, -0.67], [-1.94, 4.26, 0.85], [-0.68, 4.18, -0.32], [-4.41, 4.27, -1.37], [-4.16, 3.88, 0.41], [-5.00, 2.04, -1.86], [-5.41, 1.96, -0.18], [-3.10, 0.72, -1.69], [-3.52, 0.35, 0.10], [-1.17, 1.91, -0.65], [-2.06, 2.20, 0.83], [-2.64, 4.39, -2.76], [-2.95, 2.68, -2.81], [-0.68, 2.05, -2.75], [-0.14, 3.60, -2.03], [0.74, 3.52, -4.25], [-0.34, 4.86, -3.78], [-0.92, 3.54, -4.90], [-1.63, 0.95, 4.05], [-2.65, 0.23, 4.84], [-1.16, 0.51, 2.91], [-2.08, 2.39, 3.96], [-1.25, 3.23, 3.31], [-3.26, 2.42, 3.22], [-2.37, 3.04, 5.11], [-3.61, -0.48, 4.04], [-4.54, -1.40, 4.84], [-5.35, -0.86, 5.38], [-5.03, -2.16, 4.17], [-3.93, -1.85, 5.61], [-3.01, -1.04, 3.33], [-4.31, 0.15, 3.53], [-0.85, 1.03, 4.83], [-1.79, -0.85, -4.56], [-1.38, -0.88, -5.87], [-1.22, 0.20, -3.88], [-3.11, -0.65, -4.59], [-1.46, -2.48, -3.66], [-2.27, -2.45, -2.42], [-1.83, -3.56, -4.58], [-0.02, -2.33, -3.39], [2.86, 5.30, 0.41], [3.49, 6.45, 0.73], [3.65, 4.29, 0.80], [1.69, 5.22, 1.05], [2.48, 5.20, -1.36], [1.50, 6.20, -1.49], [3.74, 5.47, -2.03], [2.01, 3.90, -1.59]], "homo_ev": -14.81, "largest_force_ha_per_bohr": 0.082, "homo_lumo_gap_ev": 8.41, "relative_energy_kcal_mol": 0.0, "energy_ev": -175075.58113, "charge": 5}